The following is a DFT calculation (ωB97M-V/def2-TZVPD) of a cluster of 3 separate species, C5H11NO in total.

```
! RIJCOSX wB97M-V def2-TZVPD def2/J DEFGRID3
* xyz 0 1
C -1.871 -0.517 -1.242
C -1.801 0.806 -1.157
C 1.136 0.684 0.441
C 0.856 1.338 1.752
N 1.395 -0.560 0.354
C 1.694 -1.049 -0.931
O 2.391 -0.489 -1.743
H -1.570 -1.049 -2.140
H -0.874 -2.532 1.408
H -2.231 -1.124 -0.417
H -1.439 1.414 -1.981
H -2.110 1.336 -0.260
H 1.112 1.312 -0.459
H -0.123 1.830 1.731
H 0.881 0.602 2.557
H 1.601 2.118 1.946
H -0.307 -2.073 1.253
H 1.262 -2.048 -1.112
*
```

* energy above the lowest of the compared OMol25 structures with the same formula, charge and spin: 305.3 kJ/mol
* energy: -327.01508 a.u.
* LUMO: 0.461 eV
* max |F|: 0.45 eV/A
* SMILES string: C/C=N/C=O.[H][H].C=C